Record 1
{
  "formula": "C9H11NOS",
  "method": "wB97M-V/def2-TZVPD",
  "species": ["C", "C", "O", "C", "S", "C", "C", "C", "C", "C", "C", "N", "H", "H", "H", "H", "H", "H", "H", "H", "H", "H", "H"],
  "xyz": [[-2.911795, 0.058717, -2.614531], [-1.635471, -0.210547, -1.825367], [-1.239049, -1.319504, -1.857692], [-0.780189, 1.006131, -1.270015], [-1.437697, 1.124426, 0.336660], [-0.884538, -0.465957, 0.980838], [0.595245, -0.385690, 1.052106], [1.512988, -0.610792, -0.097661], [2.783193, -0.638824, 0.081744], [3.255893, -0.181843, 1.320125], [2.412668, 0.047014, 2.442427], [1.053125, 0.190289, 2.092771], [-3.606079, 0.445795, -1.775671], [-3.343938, -0.807324, -3.248730], [-2.623839, 1.026162, -3.094605], [-0.686662, 2.010602, -1.828968], [0.302562, 0.426109, -1.123046], [-1.221465, -1.264160, 0.324631], [-1.277682, -0.729217, 2.055549], [1.357909, -0.773155, -1.214503], [3.463645, -0.803418, -0.854806], [4.248265, -0.049851, 1.659029], [2.842962, 0.042384, 3.508705]],
  "forces_ev_per_a": [[-0.860, 1.831, 1.817], [-0.801, 2.598, -3.330], [1.845, -2.600, 1.081], [2.410, -2.698, -1.223], [-1.377, 1.202, 2.061], [-0.548, -0.957, 1.339], [1.057, 0.640, -3.256], [-4.902, -1.727, -1.594], [6.005, 1.688, -0.451], [-0.196, -0.515, 3.666], [-0.608, 0.217, -3.508], [2.218, -1.559, 4.824], [0.325, -0.816, -1.519], [1.011, 1.684, 1.221], [-0.779, -0.895, -0.610], [-0.497, -1.834, 0.872], [-2.927, 2.623, -0.953], [0.068, -0.033, 0.034], [0.557, 1.116, -2.124], [-1.253, -0.636, 1.908], [-1.004, 0.341, 2.183], [1.467, -0.485, -0.640], [-1.211, 0.815, -1.796]],
  "multiplicity": 1,
  "smiles": "CC(=O)CSCc1ccccn1",
  "energy_ha": -877.57892,
  "charge": 0,
  "relative_energy_ev": 4.316,
  "gap_ev": 9.1
}

Record 2
{
  "formula": "C9H11O2",
  "method": "wB97M-V/def2-TZVPD",
  "species": ["C", "C", "C", "C", "C", "C", "C", "H", "H", "H", "H", "H", "H", "H", "H", "C", "C", "O", "O", "H", "H", "H"],
  "xyz": [[-0.445041, 1.376977, 1.177522], [-0.994544, 0.476843, -1.121142], [-0.214681, 1.261785, -0.302183], [-0.591149, 0.233770, -2.438308], [0.536857, 0.835076, -2.957592], [0.827323, 2.018442, -0.871070], [1.235741, 1.744762, -2.160867], [-1.873225, 0.006072, -0.709437], [-1.272360, -0.341254, -3.067133], [-1.276869, 0.744430, 1.455077], [-0.515128, 2.378430, 1.619992], [0.919381, 0.537981, -3.924289], [1.329733, 2.784232, -0.295691], [1.903890, 2.410494, -2.701669], [0.434911, 1.004022, 1.715800], [-0.382766, -2.538306, 1.538494], [0.506728, -2.489846, 2.800379], [0.746972, -3.563588, 3.394316], [0.890959, -1.337553, 3.126737], [0.238969, -2.566322, 0.645217], [-0.925758, -1.597456, 1.481255], [-1.079944, -3.378992, 1.594592]],
  "forces_ev_per_a": [[0.524, -0.195, 0.386], [0.516, -0.279, -0.288], [0.517, 1.429, 0.653], [-0.927, 0.077, -0.015], [0.122, -0.487, 0.486], [-0.024, -0.726, -0.316], [-0.576, 0.833, -0.857], [-0.100, -0.178, -0.010], [0.452, -0.170, 0.059], [-0.229, 0.080, 0.377], [-0.507, 0.107, -0.630], [-0.172, 0.312, -0.217], [0.044, -0.074, 0.147], [0.539, -0.260, 0.446], [-0.161, -0.550, -0.182], [-0.133, 0.117, 0.270], [0.158, 0.279, 0.504], [-0.114, -0.102, -0.300], [0.049, 0.054, -0.160], [0.064, -0.319, -0.103], [-0.215, 0.041, 0.003], [0.171, 0.010, -0.253]],
  "multiplicity": 1,
  "energy_ha": -500.07292,
  "charge": -1,
  "relative_energy_ev": 0.534,
  "gap_ev": 7.0
}

Record 3
{
  "formula": "C9H11O2S",
  "method": "wB97M-V/def2-TZVPD",
  "species": ["C", "C", "C", "C", "C", "C", "C", "C", "C", "O", "O", "S", "H", "H", "H", "H", "H", "H", "H", "H", "H", "H", "H"],
  "xyz": [[1.677419, -1.324052, -0.483073], [1.266270, -1.141642, 0.918920], [1.093842, -0.653461, -1.488464], [0.155661, -0.520946, 1.227477], [-1.579764, -0.944482, -0.545099], [0.236000, 0.592187, -1.371633], [-0.976713, 0.391209, -0.494360], [-0.688693, -0.081572, 2.278929], [1.039956, 1.771294, -0.955196], [-1.163872, -1.882597, -1.195323], [-2.714057, -0.992386, 0.202069], [-1.915563, 1.647598, 0.118714], [2.339241, -2.157497, -0.591876], [2.086695, -1.628539, 1.480987], [1.408825, -0.873647, -2.462055], [-0.313534, 0.954675, -2.363194], [-1.496073, 0.515631, 1.928515], [-0.076153, 0.611507, 3.034735], [-1.163664, -0.786065, 2.950856], [1.548230, 1.709701, 0.015865], [0.504820, 2.681299, -0.672970], [1.788106, 2.205376, -1.794311], [-3.056973, -0.093591, 0.260498]],
  "forces_ev_per_a": [[-1.676, 0.993, -0.030], [1.289, -0.385, -0.857], [0.932, 0.454, 0.694], [-1.306, 0.471, -1.731], [-0.487, 0.348, -0.217], [-2.144, 0.517, -1.488], [2.213, -1.308, 1.633], [2.022, 1.233, 3.982], [2.476, 3.098, -0.543], [-0.701, -0.256, 0.162], [-0.017, -2.310, -0.530], [-0.563, 1.368, -0.348], [0.438, -0.231, -0.737], [-0.939, 0.394, 1.115], [0.323, -0.472, -1.442], [1.535, -1.222, 1.210], [-0.716, 0.931, -0.412], [-1.153, -1.101, -1.395], [0.170, -0.836, -0.088], [0.544, -0.998, -0.375], [-1.005, -0.224, -0.712], [-1.357, -1.455, 1.824], [0.121, 0.989, 0.285]],
  "multiplicity": 1,
  "energy_ha": -898.13473,
  "charge": -1,
  "relative_energy_ev": 2.097,
  "gap_ev": 6.8
}

Record 4
{
  "formula": "C9H11O3",
  "method": "wB97M-V/def2-TZVPD",
  "species": ["C", "C", "O", "O", "H", "H", "H", "C", "C", "C", "C", "C", "C", "C", "O", "H", "H", "H", "H", "H", "H", "H", "H"],
  "xyz": [[2.094872, 3.264474, -1.975945], [2.328088, 2.789805, -0.558180], [1.413188, 1.923871, -0.132433], [3.148655, 3.301506, 0.166219], [1.154893, 3.062257, -2.546789], [2.571744, 2.583096, -2.663770], [2.325438, 4.312671, -1.960177], [-3.160669, -2.093744, 0.098792], [-0.240502, -0.650847, 1.907370], [0.812406, -0.885930, 0.955483], [-1.552732, -0.974047, 1.744061], [-1.802667, -1.948051, 0.696309], [0.561630, -1.826821, -0.020114], [-0.758058, -2.355434, -0.098571], [1.911498, -0.183818, 0.971496], [0.086963, 0.159693, 2.559226], [-2.273810, -0.580661, 2.434222], [1.176089, -2.078858, -0.876775], [1.804035, 1.153301, 0.502826], [-3.474822, -3.029895, -0.335793], [-3.354378, -1.338504, -0.677383], [-0.886934, -2.974655, -0.988538], [-3.884925, -1.629407, 0.798466]],
  "forces_ev_per_a": [[-0.968, -0.799, -0.748], [-2.559, -0.272, 0.855], [1.055, 0.038, -0.664], [0.896, 0.039, -0.346], [-0.457, 0.547, 1.745], [1.847, 0.326, -0.121], [0.578, 0.305, -0.830], [-1.511, 1.916, 0.634], [1.267, 1.914, -0.149], [0.808, 0.598, 0.075], [0.930, -2.375, -1.426], [-0.452, 1.016, 0.070], [-2.164, -1.341, -0.474], [1.895, 0.480, -0.342], [0.055, -0.221, 0.599], [-0.384, -0.251, 0.472], [-0.582, 0.004, -0.049], [0.579, 0.249, 0.419], [-0.706, -0.241, -0.058], [-0.030, -0.521, 0.344], [0.696, -0.181, -0.531], [-0.620, -0.062, 0.300], [-0.171, -1.168, 0.226]],
  "multiplicity": 1,
  "energy_ha": -575.29095,
  "charge": -1,
  "relative_energy_ev": 1.836,
  "gap_ev": 7.1
}

> Which formula does entry 4 have?

C9H11O3